This record from the Open Molecules 2025 dataset describes the molecule C3H3N3O. The level of theory is ωB97M-V/def2-TZVPD.

Atoms and positions in Å:
O: 2.007 -0.357 0.436
N: -1.738 0.291 0.248
N: -0.943 1.360 0.177
N: 0.049 -1.059 -0.453
C: 0.843 -0.061 -0.152
C: -1.250 -0.823 -0.273
C: 0.325 1.256 -0.151
H: -1.944 -1.632 -0.479
H: 0.894 2.169 -0.305
H: 1.758 -1.143 0.953

Computed properties:
LUMO energy (eV): 0.3
Kohn-Sham gap (eV): 10.041
SMILES: Oc1cnncn1
Energy relative to the best compared isomer or geometry (same formula, charge and spin) (kJ/mol): 183.64
Electronic energy (eV): -9675.551
Highest occupied orbital energy (hartree): -0.359

Results of the Mulliken charge analysis, in e, for atoms 1 through 2: -0.483, -0.423


This record from the Open Molecules 2025 dataset describes the molecule C3H3N3O in a non-equilibrium geometry. The level of theory is ωB97M-V/def2-TZVPD.

Atoms and positions in Å:
O: -0.471 -0.087 -2.040
N: -0.373 0.745 1.502
N: 1.258 -0.705 1.845
N: 0.412 0.250 2.370
C: 1.002 -0.817 0.548
C: -0.732 0.454 -0.889
C: -0.061 0.111 0.263
H: -1.110 0.245 -2.731
H: 1.534 -1.437 -0.149
H: -1.459 1.242 -0.720

Computed properties:
LUMO energy (eV): -0.8
Kohn-Sham gap (eV): 9.164
SMILES: O/C=C1\C=NN=N1
Energy relative to the best compared isomer or geometry (same formula, charge and spin) (kJ/mol): 266.04
Electronic energy (eV): -9674.697
Highest occupied orbital energy (hartree): -0.368

Results of the Mulliken charge analysis, in e, for atoms 1 through 2: -0.417, -0.156


This record from the Open Molecules 2025 dataset describes a structure of composition C3H3N3O2 in a non-equilibrium geometry. The level of theory is ωB97M-V/def2-TZVPD.

Atoms and positions in Å:
O: -2.419 -0.896 -0.255
O: 1.442 1.211 -1.403
N: -0.654 -1.423 1.111
N: 1.432 -0.282 0.204
N: -0.689 0.722 -0.300
C: -1.326 -0.545 0.194
C: 0.804 0.457 -0.578
C: 0.605 -0.966 1.315
H: 0.800 1.434 -1.949
H: 1.244 -1.123 2.491
H: -1.240 1.411 -0.830

Computed properties:
LUMO energy (eV): -0.5
Kohn-Sham gap (eV): 9.733
Energy relative to the best compared isomer or geometry (same formula, charge and spin) (kJ/mol): 390.62
Electronic energy (eV): -11721.909
Highest occupied orbital energy (hartree): -0.375

Results of the Mulliken charge analysis, in e, for atoms 1 through 2: -0.523, -0.370


This record from the Open Molecules 2025 dataset describes a structure of composition C3H3N3O2 in a non-equilibrium geometry. The level of theory is ωB97M-V/def2-TZVPD.

Atoms and positions in Å:
O: -1.937 -0.515 0.029
O: 2.772 -0.460 -0.328
N: -0.775 1.198 -0.372
N: 1.473 1.217 0.431
N: 0.375 1.895 0.100
C: 0.495 -0.865 0.023
C: 1.587 -0.176 -0.031
C: -0.669 -0.161 -0.064
H: -1.842 -1.589 0.753
H: 0.434 -2.059 0.351
H: -1.912 1.515 -0.892

Computed properties:
LUMO energy (eV): -0.9
Kohn-Sham gap (eV): 8.665
Energy relative to the best compared isomer or geometry (same formula, charge and spin) (kJ/mol): 746.58
Electronic energy (eV): -11718.219
Highest occupied orbital energy (hartree): -0.351

Results of the Mulliken charge analysis, in e, for atoms 1 through 2: -0.614, -0.606


This record from the Open Molecules 2025 dataset describes a cluster of 2 separate species, C3H3N3O2 in total in a non-equilibrium geometry. The level of theory is ωB97M-V/def2-TZVPD.

Atoms and positions in Å:
O: 0.253 2.176 -0.002
O: 2.389 -0.017 -0.393
N: -0.867 -1.286 0.040
N: -2.368 0.506 -0.216
N: 0.943 -0.065 -0.359
C: -1.285 -0.011 -0.148
C: -0.056 0.947 -0.380
C: 0.443 -1.138 -0.020
H: 1.120 -2.155 0.061
H: -3.173 0.012 -0.264
H: 2.602 1.029 1.683

Computed properties:
LUMO energy (eV): -4.0
Kohn-Sham gap (eV): 5.686
Energy relative to the best compared isomer or geometry (same formula, charge and spin) (kJ/mol): 1088.88
Electronic energy (eV): -11714.672
Highest occupied orbital energy (hartree): -0.358

Results of the Mulliken charge analysis, in e, for atoms 1 through 2: -0.474, -0.409


This record from the Open Molecules 2025 dataset describes the molecule C3H3N3O2 in a non-equilibrium geometry. The level of theory is ωB97M-V/def2-TZVPD.

Atoms and positions in Å:
O: -1.701 0.924 -0.990
O: -0.255 -0.155 -2.261
N: -0.136 -0.338 0.211
N: -0.883 0.252 1.160
N: 1.891 -0.800 1.202
C: -0.570 0.054 -1.091
C: -1.780 0.861 0.378
C: 1.251 -0.598 0.100
H: 1.631 -0.687 -0.879
H: 2.984 -1.003 1.203
H: -2.432 1.491 0.968

Computed properties:
LUMO energy (eV): 0.6
Kohn-Sham gap (eV): 10.284
SMILES: [H]/N=C/n1ncoc1=O
Energy relative to the best compared isomer or geometry (same formula, charge and spin) (kJ/mol): 353.19
Electronic energy (eV): -11722.297
Highest occupied orbital energy (hartree): -0.356

Results of the Mulliken charge analysis, in e, for atoms 1 through 2: -0.250, -0.561


This record from the Open Molecules 2025 dataset describes a structure of composition C3H3N3O2 in a non-equilibrium geometry. The level of theory is ωB97M-V/def2-TZVPD.

Atoms and positions in Å:
O: 0.002 -0.618 1.439
O: 2.073 1.770 0.335
N: -2.003 -0.612 -0.018
N: 2.372 -1.916 -0.426
N: 3.316 -0.593 0.374
C: -0.785 0.020 0.589
C: -0.381 1.173 -0.100
C: 0.924 1.534 0.066
H: -2.406 -0.382 -1.050
H: -0.903 1.522 -1.107
H: -2.210 -1.897 -0.102

Computed properties:
LUMO energy (eV): -2.6
Kohn-Sham gap (eV): 7.177
Energy relative to the best compared isomer or geometry (same formula, charge and spin) (kJ/mol): 1385.78
Electronic energy (eV): -11711.595
Highest occupied orbital energy (hartree): -0.361

Results of the Mulliken charge analysis, in e, for atoms 1 through 2: -0.584, -0.367


This record from the Open Molecules 2025 dataset describes the molecule C3H3N3O2 in a non-equilibrium geometry. The level of theory is ωB97M-V/def2-TZVPD.

Atoms and positions in Å:
O: -0.572 -1.368 -1.107
O: -0.014 0.535 0.788
N: -0.867 0.016 -1.414
N: 1.335 0.076 0.655
N: -1.835 2.936 -1.109
C: -0.663 0.763 -0.403
C: 1.538 -0.766 1.571
C: -1.173 2.051 -0.763
H: 2.493 -1.149 1.645
H: -0.874 -1.839 -1.899
H: 0.633 -1.254 2.035

Computed properties:
LUMO energy (eV): 0.1
Kohn-Sham gap (eV): 10.468
SMILES: C=NO/C(C#N)=N\O
Energy relative to the best compared isomer or geometry (same formula, charge and spin) (kJ/mol): 609.87
Electronic energy (eV): -11719.636
Highest occupied orbital energy (hartree): -0.382

Results of the Mulliken charge analysis, in e, for atoms 1 through 2: -0.365, -0.147


This record from the Open Molecules 2025 dataset describes the molecule C3H3N3OS in a non-equilibrium geometry. The level of theory is ωB97M-V/def2-TZVPD.

Atoms and positions in Å:
S: 0.618 0.689 2.092
O: -0.285 -1.659 1.339
N: -0.577 -1.023 -1.296
N: 0.182 1.049 -0.863
N: -0.127 -0.158 -0.388
C: -0.559 -0.335 -2.417
C: 0.005 -0.549 0.987
C: -0.084 0.962 -2.134
H: -0.898 -0.755 -3.332
H: 0.050 1.819 -2.820
H: 0.730 1.638 1.176

Computed properties:
LUMO energy (eV): 0.1
Kohn-Sham gap (eV): 10.442
SMILES: O=C(S)n1nccn1
Energy relative to the best compared isomer or geometry (same formula, charge and spin) (kJ/mol): 166.21
Electronic energy (eV): -20511.656
Highest occupied orbital energy (hartree): -0.381

Results of the Mulliken charge analysis, in e, for atoms 1 through 2: -0.184, -0.450


This record from the Open Molecules 2025 dataset describes the molecule C3H3N3S2 in a non-equilibrium geometry. The level of theory is ωB97M-V/def2-TZVPD.

Atoms and positions in Å:
S: 3.034 -0.672 -0.038
S: -1.795 -1.416 -0.249
N: 0.004 2.101 -0.211
N: 1.077 1.422 -0.315
N: 0.564 0.051 -0.178
C: 1.480 -0.904 -0.209
C: -1.193 1.366 0.153
C: -0.792 -0.003 0.039
H: 1.057 -1.893 -0.307
H: -1.203 -1.940 1.127
H: -2.233 1.889 0.188

Computed properties:
LUMO energy (eV): -1.0
Kohn-Sham gap (eV): 7.909
SMILES: S=Cn1nncc1S
Energy relative to the best compared isomer or geometry (same formula, charge and spin) (kJ/mol): 286.58
Electronic energy (eV): -29296.788
Highest occupied orbital energy (hartree): -0.327

Results of the Mulliken charge analysis, in e, for atoms 1 through 2: -0.276, -0.226